A cluster of 15 separate species, F6H28O14P in total at a distorted geometry, computed with the ωB97M-V functional and the def2-TZVPD basis.

HOMO ... -8.30 eV
Charge ... -1
Gap between HOMO and LUMO ... 10.64 eV
Relative energy (zero: lowest compared OMol25 entry of this formula, charge and spin) ... 2.5 kcal per mole

Atoms and positions in Å:
P: 0.016230 0.054210 -0.289197
F: 1.280792 1.053633 -0.040724
F: 0.950428 -1.157196 0.294963
F: -0.550648 0.304993 1.207184
F: -1.114973 -1.054515 -0.547433
F: -0.965578 1.226765 -0.828381
F: 0.613874 -0.185387 -1.781588
O: 3.069927 -2.856497 -1.111841
H: 3.213943 -2.415031 -0.261423
H: 2.143377 -3.123969 -1.090914
O: 0.639575 3.847724 -1.029277
H: 1.159301 3.035059 -1.042779
H: -0.211677 3.600169 -1.404088
O: 3.914193 -0.685310 -2.340678
H: 3.206800 -0.989675 -2.916511
H: 3.689991 -1.051208 -1.474772
O: -0.390026 -2.616573 -2.916295
H: -0.241798 -1.914725 -2.264739
H: -0.754304 -2.160984 -3.680536
O: 1.995086 0.287591 2.799825
H: 1.584621 -0.073342 2.000171
H: 2.225524 -0.485930 3.327246
O: -5.283274 -0.780665 -0.303749
H: -4.903424 -1.580320 0.111463
H: -4.705629 -0.059834 -0.039190
O: 3.330064 2.089800 -1.397764
H: 3.691232 1.332859 -1.880210
H: 2.732752 1.688551 -0.746036
O: -2.586768 -2.213439 2.837532
H: -1.774418 -2.150211 2.330004
H: -2.849769 -1.275188 2.991824
O: -4.447021 -3.176118 1.065096
H: -3.991376 -3.774831 0.463481
H: -3.761570 -2.940059 1.744911
O: -2.959995 1.993388 0.907539
H: -2.248060 1.782898 0.257485
H: -2.879736 2.946507 1.013245
O: 0.372469 2.860358 2.177874
H: 0.274624 1.958358 2.499509
H: -0.086415 2.867450 1.332287
O: -3.478141 0.380022 3.233695
H: -3.381074 0.742075 2.322405
H: -2.892756 0.938836 3.754628
O: 3.972178 -0.487935 0.719221
H: 4.627896 0.177149 0.479198
H: 3.381351 -0.037531 1.346621
O: 1.494547 1.113641 -4.248586
H: 1.427589 2.072935 -4.270954
H: 1.450079 0.891504 -3.309757

Force components x, y, z for each atom (eV/Å):
P 0.504 -1.508 0.155
F -1.134 0.234 0.468
F 0.165 0.197 0.080
F 0.228 0.136 -0.154
F -0.303 0.367 -0.171
F 0.580 0.132 -0.185
F -0.370 0.114 0.157
O -0.191 -0.431 0.491
H -0.064 -0.105 0.008
H 0.023 0.088 -0.037
O -0.262 0.080 0.034
H 0.119 0.127 -0.084
H 0.080 -0.072 -0.040
O 0.274 0.861 -0.138
H 0.024 -0.114 0.035
H -0.043 -0.030 -0.350
O 0.083 -0.049 0.100
H -0.147 -0.244 -0.314
H 0.047 0.036 0.028
O 0.192 -0.180 -0.143
H -0.223 -0.030 0.190
H -0.080 0.041 -0.014
O 0.089 -0.162 0.034
H -0.179 0.164 0.002
H 0.048 0.043 -0.007
O -0.108 0.137 0.243
H -0.066 -0.255 -0.095
H 0.546 0.066 -0.374
O -0.011 0.246 0.122
H 0.186 0.027 -0.118
H -0.051 -0.286 0.061
O 0.477 -0.047 0.251
H -0.070 0.049 -0.004
H -0.468 0.007 -0.360
O 0.590 0.004 -0.716
H -0.710 -0.067 0.640
H -0.174 0.014 0.187
O -0.202 0.214 0.234
H 0.145 -0.016 -0.046
H 0.190 0.071 -0.081
O 0.124 0.127 -0.607
H -0.060 0.044 0.545
H 0.024 -0.007 0.018
O 0.012 0.015 0.117
H -0.079 -0.034 -0.070
H 0.207 -0.023 -0.069
O -0.095 -0.011 -0.022
H 0.101 -0.012 0.062
H 0.029 0.040 -0.062